Here is C28H28N4O7PTl as an isolated structure in a non-equilibrium geometry from the Open Molecules 2025 dataset. Energies are from ωB97M-V/def2-TZVPD.

## Properties
* relative energy (zero: lowest compared OMol25 entry of this formula, charge and spin): 0.0 kcal/mol
* charge: -2
* 2S+1: 1
* lowest unoccupied orbital energy: 0.1630 hartree
* gap between HOMO and LUMO: 6.732 eV

Each line ends with the natural charge from an NBO analysis.
CARTESIAN COORDINATES (ANGSTROEM)
Tl (-0.0456, -0.1815, -0.8014)  0.772
O (-6.4667, -0.4748, -0.3659)  -0.686
C (-5.1413, -0.1048, -0.2979)  0.323
C (-4.6009, 0.8096, -1.1875)  -0.337
C (-3.2551, 1.1264, -1.0723)  0.130
N (-2.4880, 0.5820, -0.1331)  -0.490
C (-3.0087, -0.2906, 0.7282)  0.129
C (-4.3441, -0.6655, 0.6866)  -0.313
C (-2.0507, -0.9125, 1.7709)  0.737
O (-2.5916, -1.5828, 2.6642)  -0.746
O (-0.8325, -0.6786, 1.5938)  -0.769
C (-2.6062, 2.1225, -2.0614)  0.737
O (-3.4100, 2.7790, -2.7490)  -0.761
O (-1.3592, 2.0953, -2.1117)  -0.765
H (-6.8589, 0.0001, -1.1086)  0.470
H (-5.1858, 1.3001, -1.9567)  0.229
H (-4.7290, -1.3701, 1.4080)  0.243
O (4.9508, -0.9567, 0.4370)  -0.754
C (3.8608, -0.3691, 0.3975)  0.783
O (2.7328, -0.7872, 0.7628)  -0.801
C (3.9166, 1.1348, 0.0326)  -0.839
P (2.2553, 1.9135, 0.1807)  0.848
C (2.2945, 2.4820, 1.9224)  -0.223
C (2.4768, 1.5136, 2.9134)  -0.235
C (2.4531, 1.8662, 4.2527)  -0.200
C (2.2298, 3.1844, 4.6295)  -0.242
C (2.0236, 4.1472, 3.6535)  -0.230
C (2.0532, 3.7985, 2.3099)  -0.241
C (2.4698, 3.4906, -0.7396)  -0.248
C (3.6145, 4.2865, -0.6846)  -0.226
C (3.7082, 5.4442, -1.4404)  -0.242
C (2.6524, 5.8232, -2.2626)  -0.231
C (1.5091, 5.0420, -2.3227)  -0.207
C (1.4161, 3.8780, -1.5678)  -0.228
H (4.2428, 1.2267, -1.0071)  0.235
H (4.6665, 1.6251, 0.6592)  0.225
H (2.6087, 0.4784, 2.6210)  0.262
H (2.5881, 1.1022, 5.0078)  0.201
H (2.1985, 3.4548, 5.6780)  0.192
H (1.8335, 5.1757, 3.9372)  0.194
H (1.8896, 4.5584, 1.5561)  0.211
H (4.4345, 3.9994, -0.0364)  0.207
H (4.6028, 6.0539, -1.3890)  0.194
H (2.7268, 6.7271, -2.8564)  0.193
H (0.6810, 5.3282, -2.9577)  0.213
H (0.5154, 3.2730, -1.6268)  0.279
C (2.2464, -5.4529, 1.3435)  -0.409
C (2.3879, -3.9442, 1.3815)  -0.209
N (1.5219, -3.3653, 0.3848)  -0.626
C (0.2604, -3.8122, 0.1253)  0.612
N (-0.5590, -3.0391, -0.4839)  -0.589
C (-1.9069, -3.4787, -0.7576)  -0.228
C (-2.0226, -4.9923, -0.8605)  -0.416
C (-1.3838, -5.5817, 0.3841)  -0.197
N (-0.0078, -5.1417, 0.4772)  -0.468
C (0.7772, -5.7949, 1.5035)  -0.194
H (2.8350, -5.9212, 2.1351)  0.197
H (2.5971, -5.8267, 0.3782)  0.199
H (3.4052, -3.6180, 1.1641)  0.230
H (2.1377, -3.5786, 2.3888)  0.174
H (1.7023, -2.3800, 0.2111)  0.456
H (-2.2511, -2.9948, -1.6765)  0.188
H (-2.5728, -3.1252, 0.0413)  0.197
H (-1.4864, -5.3505, -1.7439)  0.193
H (-3.0663, -5.3073, -0.9368)  0.196
H (-1.3812, -6.6778, 0.3537)  0.176
H (-1.9601, -5.2769, 1.2717)  0.180
H (0.6123, -6.8745, 1.4105)  0.178
H (0.4376, -5.5012, 2.5107)  0.170